(1)
{
  "formula": "C6H8BrN",
  "method": "the ωB97M-V functional and the def2-TZVPD basis",
  "charge": 0,
  "e_tot_ha": -2861.91113,
  "largest_force_ev_per_a": 12.26,
  "e_lumo_ha": [0.02406, -0.11937],
  "gap_ev": [6.79, 6.46],
  "multiplicity": 3,
  "symbols": ["Br", "N", "C", "C", "C", "C", "C", "C", "H", "H", "H", "H", "H", "H", "H", "H"],
  "coordinates": [[-1.5088, -1.5327, 3.2899], [-0.4999, 0.4025, 1.2479], [0.7316, 0.5570, 1.0192], [-1.2171, 0.7613, 0.0081], [0.5868, -0.3945, -1.1623], [0.7669, -1.6152, -1.6564], [-0.1942, 0.8787, -1.0799], [1.1997, 0.7032, -0.3489], [1.5101, 0.6717, 1.8670], [-2.0048, 0.0710, -0.0594], [1.7075, -2.1769, -1.3388], [-1.0772, -0.5435, 2.3319], [2.1671, 1.2130, -0.3943], [-0.5094, 1.5869, -1.8339], [-1.6785, 1.6214, 0.4144], [0.0204, -2.2039, -2.3046]]
}

=====

(2)
{
  "formula": "C2H3EuLiO4",
  "method": "the ωB97M-V functional and the def2-TZVPD basis",
  "charge": 1,
  "e_tot_ha": -1096.34753,
  "largest_force_ev_per_a": 5.40,
  "e_lumo_ha": [-0.20516, -0.19480],
  "gap_ev": [6.84, 6.57],
  "multiplicity": 7,
  "symbols": ["Eu", "O", "O", "O", "O", "C", "C", "Li", "H", "H", "H"],
  "coordinates": [[-0.1080, 0.6488, 0.0886], [3.9627, 0.0962, 0.7547], [3.9333, 0.2135, -0.7631], [-1.2874, -1.4624, 0.0952], [-2.2995, 0.9975, -0.0085], [-3.1810, -0.0418, -0.0098], [-2.5111, -1.3775, 0.0594], [2.6203, -1.4558, -0.1298], [-3.1278, -2.2934, 0.0090], [-3.9029, -0.0374, 0.8412], [-3.8337, -0.0921, -0.9131]]
}

=====

(3)
{
  "formula": "C16H17NO4",
  "method": "the ωB97M-V functional and the def2-TZVPD basis",
  "charge": 0,
  "e_tot_ha": -975.51272,
  "largest_force_ev_per_a": 1.08,
  "e_lumo_ha": -0.03072,
  "gap_ev": 7.92,
  "smiles": "C=CCOc1ccc(/C=C2/C(=O)ON=C2C)cc1OCC",
  "symbols": ["O", "O", "O", "O", "N", "C", "C", "C", "C", "C", "C", "C", "C", "C", "C", "C", "C", "C", "C", "C", "C", "H", "H", "H", "H", "H", "H", "H", "H", "H", "H", "H", "H", "H", "H", "H", "H", "H"],
  "coordinates": [[5.3598, -0.2482, -0.1531], [-2.6429, 1.6927, -0.7656], [4.5265, 0.2280, -2.1991], [-3.3675, -0.5359, 0.9676], [4.8353, -0.4589, 1.1068], [1.8963, 0.1032, -0.8775], [2.7723, -0.5754, 2.3233], [-5.3284, -2.7286, -0.9386], [-2.1026, -0.3257, 0.5006], [3.0818, -0.1396, -0.2762], [-0.4337, 0.8421, -0.7872], [4.3546, -0.0133, -1.0365], [-4.4184, -0.6085, 0.0031], [-2.1423, 3.4959, 0.8083], [-1.7387, 0.7472, -0.3360], [-4.3350, -1.8726, -0.7991], [0.5571, -0.0490, -0.3667], [0.1948, -1.0791, 0.5062], [3.5503, -0.4276, 1.0681], [-3.1802, 2.5256, 0.2573], [-1.1120, -1.2152, 0.9163], [3.4068, -0.3029, 3.1625], [-6.2849, -2.5676, -0.4694], [-3.3760, -2.0461, -1.2709], [1.9748, 0.4783, -1.8940], [-1.4089, -2.0298, 1.5588], [-1.7189, 4.0900, 0.0022], [-3.9910, 3.0704, -0.2324], [-0.1849, 1.6576, -1.4494], [-3.5959, 1.9213, 1.0724], [2.4616, -1.6100, 2.4600], [1.8867, 0.0547, 2.3009], [-2.6111, 4.1603, 1.5285], [-1.3382, 2.9533, 1.3020], [-5.3396, -0.5761, 0.5887], [0.9279, -1.8125, 0.7978], [-4.3880, 0.2525, -0.6758], [-5.2317, -3.6183, -1.5364]]
}

=====

(4)
{
  "formula": "C4H12NOS",
  "method": "the ωB97M-V functional and the def2-TZVPD basis",
  "charge": -2,
  "e_tot_ha": -687.56086,
  "largest_force_ev_per_a": 2.86,
  "e_lumo_ha": [0.22921, 0.22426],
  "gap_ev": [4.52, 5.63],
  "multiplicity": 2,
  "symbols": ["S", "O", "N", "C", "C", "C", "C", "H", "H", "H", "H", "H", "H", "H", "H", "H", "H", "H", "H"],
  "coordinates": [[-3.5952, -0.3005, -0.3257], [1.4150, -2.0630, -0.2788], [1.6716, 0.2319, 0.4243], [1.8117, 1.0851, -0.7492], [-2.2293, -0.1756, 0.7638], [0.3559, 0.4752, 0.9546], [-0.7937, -0.1406, 0.1260], [2.7853, 1.1014, -1.2462], [1.0507, 0.8802, -1.5268], [-0.4992, -1.1852, -0.1165], [-2.1687, -0.9712, 1.5009], [-1.8780, -1.0162, -1.5219], [1.5358, -0.9196, 0.0619], [1.8823, -2.0308, -1.0661], [-2.5354, 0.7053, 1.3460], [0.2407, 0.1820, 2.0114], [-0.8421, 0.4607, -0.8248], [1.6070, 2.1436, -0.4476], [0.1855, 1.5373, 0.9147]]
}

=====

(5)
{
  "formula": "C16H27N2O3PdS3Si",
  "method": "the ωB97M-V functional and the def2-TZVPD basis",
  "charge": 1,
  "e_tot_ha": -2572.91437,
  "largest_force_ev_per_a": 0.41,
  "e_lumo_ha": -0.24688,
  "gap_ev": 5.98,
  "symbols": ["Pd", "S", "S", "S", "Si", "O", "O", "O", "N", "N", "C", "C", "C", "C", "C", "C", "C", "C", "C", "C", "C", "C", "C", "C", "C", "C", "H", "H", "H", "H", "H", "H", "H", "H", "H", "H", "H", "H", "H", "H", "H", "H", "H", "H", "H", "H", "H", "H", "H", "H", "H", "H", "H"],
  "coordinates": [[-2.4980, 0.1502, -0.1616], [-4.4835, -0.7630, 0.3526], [-1.2286, -1.6660, -0.3280], [-3.7165, 0.1674, -2.0331], [0.4405, -0.2953, -0.0192], [1.2772, 0.0165, -1.3402], [-0.6142, 0.9923, 0.2180], [1.3536, -0.6463, 1.2346], [-6.6213, -0.7260, -4.3431], [-7.8827, -2.2820, -0.2949], [-1.4869, 3.0869, 0.9757], [2.3513, -2.1140, -1.7677], [0.9924, 2.7153, 0.7937], [-6.1744, -1.1174, -1.8339], [-6.4205, -0.9116, -3.2276], [1.0779, -2.7217, 2.4320], [3.6826, -0.0697, -1.1455], [-5.0334, -0.6671, -1.2859], [2.4801, -0.6048, -1.9035], [2.4583, -0.8253, 3.3184], [-0.3653, 2.4699, 0.1642], [-7.1375, -1.7800, -1.0103], [2.5040, -0.1810, -3.3598], [1.1954, -1.2137, 2.5713], [-0.4149, 2.8830, -1.2925], [-0.0388, -0.6115, 3.2237], [1.9412, -3.1237, 1.9013], [1.0406, -3.1834, 3.4189], [1.0136, 2.3686, 1.8269], [3.6280, -0.3367, -0.0899], [-1.4949, 2.6946, 1.9930], [2.5582, 0.2595, 3.3628], [3.3362, -1.2374, 2.8211], [1.2008, 3.7852, 0.7855], [0.3703, 2.3927, -1.8655], [-2.4612, 2.9110, 0.5080], [-0.2843, 3.9628, -1.3665], [-1.3835, 2.6353, -1.7339], [-1.3514, 4.1670, 1.0272], [2.5415, 0.9056, -3.4395], [3.7371, 1.0160, -1.2365], [0.1671, -3.0003, 1.8986], [2.4245, -1.2122, 4.3368], [0.0397, 0.4760, 3.2679], [-0.1408, -0.9859, 4.2421], [1.7836, 2.2166, 0.2317], [1.6162, -0.5418, -3.8793], [3.3849, -0.5916, -3.8531], [2.3232, -2.4101, -0.7156], [3.2079, -2.6077, -2.2260], [-0.9437, -0.8873, 2.6772], [1.4491, -2.4678, -2.2700], [4.5989, -0.4898, -1.5607]]
}

=====

(6)
{
  "formula": "C16H26IN2O6Tm",
  "method": "the ωB97M-V functional and the def2-TZVPD basis",
  "charge": 2,
  "e_tot_ha": -2568.76242,
  "largest_force_ev_per_a": 2.33,
  "e_lumo_ha": [-0.20035, -0.20069],
  "gap_ev": [9.01, 9.00],
  "multiplicity": 3,
  "symbols": ["Tm", "I", "O", "O", "O", "O", "O", "O", "N", "N", "C", "C", "C", "C", "C", "C", "C", "C", "C", "C", "C", "C", "C", "C", "C", "C", "H", "H", "H", "H", "H", "H", "H", "H", "H", "H", "H", "H", "H", "H", "H", "H", "H", "H", "H", "H", "H", "H", "H", "H", "H", "H"],
  "coordinates": [[-0.5089, 0.0605, 0.3815], [4.1232, -3.9061, -1.0315], [-1.6995, 0.8208, 2.0168], [-1.5314, 0.5531, -1.7001], [-2.4188, -0.8821, 0.8170], [1.4033, 1.3346, 1.1988], [1.1509, 0.7743, -1.4005], [-0.7142, 2.4041, -0.0428], [0.2864, -2.0813, -0.4615], [0.1063, -1.2749, 2.5440], [1.1656, -4.5947, -1.2575], [-0.1877, -4.3097, -1.1737], [-1.0656, -2.0419, 3.0966], [-2.3565, 1.7337, -1.6174], [2.0792, -3.5946, -0.9407], [2.5965, 1.3404, 0.3997], [0.0953, 3.3620, 0.6362], [2.2858, 1.5728, -1.0597], [-1.5982, 2.9224, -1.0359], [0.9280, 2.6145, 1.6725], [-0.6957, 0.4101, -2.8620], [0.6271, 1.1154, -2.6891], [-0.5889, -3.0479, -0.7740], [-2.3229, -1.1435, 3.2120], [1.5942, -2.3580, -0.5543], [-2.2585, -0.3350, 1.9674], [3.0535, 0.3621, 0.5478], [0.5126, 2.2010, -2.7452], [3.1465, 1.2993, -1.6755], [-1.2093, 0.7874, -3.7470], [-2.3100, 3.6199, -0.5884], [2.0523, 2.6234, -1.2511], [-0.5378, -0.6616, -2.9788], [-2.2661, -0.4803, 4.0722], [-3.1791, 1.4560, -0.9596], [-0.5307, 4.0921, 1.1552], [-2.7635, 1.9771, -2.5986], [-3.2192, -1.7562, 3.2741], [1.7650, 3.2385, 1.9865], [0.8842, -1.9265, 2.4843], [-1.0212, 3.4614, -1.7921], [3.2932, 2.0959, 0.7653], [-1.6402, -2.8027, -0.6797], [1.3172, 0.8005, -3.4757], [0.7117, 3.8936, -0.0936], [1.5073, -5.5742, -1.5645], [0.3810, -0.5896, 3.2458], [-1.2684, -2.8535, 2.3999], [0.3040, 2.3790, 2.5320], [-0.9267, -5.0614, -1.4125], [2.2846, -1.5590, -0.3132], [-0.8357, -2.4711, 4.0706]]
}

=====

- What is the charge in the sixth record?
  +2